Record 1
DFT (the ωB97M-V functional and the def2-TZVPD basis) results for a molecular structure, C5H7N3 at a distorted geometry.

LUMO energy: 1.0 eV
HOMO: -7.47 eV
ΔE to the lowest compared entry with this formula, charge and spin: 61.2 kcal/mol
Net charge: 0
2S+1: 1

Cartesian coordinates (Å):
C: 1.216 0.595 0.730
C: 1.113 -0.727 0.300
C: -1.197 -1.191 -0.860
C: -1.726 0.334 -1.208
C: -0.418 0.591 -0.595
H: 2.533 0.548 2.370
H: 1.867 2.059 1.894
H: 1.519 -1.716 0.591
H: -1.609 -1.618 0.078
H: -1.230 -1.951 -1.667
H: -1.974 0.403 -2.254
H: -2.526 0.731 -0.608
N: 2.068 1.118 1.676
N: 0.024 -0.600 -0.544
N: 0.339 1.423 0.096

Record 2
DFT (the ωB97M-V functional and the def2-TZVPD basis) results for a molecular structure, C28H19BF6FeO3 at a distorted geometry.

LUMO energy (spin up / spin down): -0.1 / -5.1 eV
HOMO (spin up / spin down): -5.38 / -8.25 eV
ΔE to the lowest compared entry with this formula, charge and spin: 25.9 kcal/mol
Net charge: 0
2S+1: 5

Cartesian coordinates (Å):
O: 5.670 0.680 1.324
C: 5.014 1.549 0.917
Fe: 4.084 3.054 0.498
C: 5.410 4.198 0.485
O: 6.426 4.611 0.891
C: 3.743 3.404 2.183
O: 3.842 3.444 3.346
C: 1.052 1.399 0.321
C: 0.518 2.623 0.933
C: 1.012 4.012 0.414
C: 2.475 4.191 0.082
C: 2.981 3.581 -1.126
C: 2.960 2.184 -1.214
C: 2.209 1.271 -0.394
H: 0.577 0.489 0.685
H: -0.579 2.615 0.788
H: 0.668 2.610 2.031
H: 0.411 4.276 -0.477
H: 0.767 4.747 1.199
H: 2.788 5.228 0.293
H: 3.457 4.176 -1.912
H: 3.510 1.706 -2.037
H: 2.653 0.262 -0.402
F: 0.362 -3.898 -0.203
C: -0.173 -3.532 1.009
C: -0.029 -4.439 2.053
C: -0.543 -4.114 3.306
C: -1.144 -2.870 3.512
C: -1.230 -1.993 2.438
F: -1.751 -0.741 2.669
C: -0.832 -2.309 1.136
B: -1.170 -1.342 -0.088
C: -0.880 -1.891 -1.566
C: 0.299 -1.665 -2.267
F: 1.395 -1.180 -1.583
C: 0.498 -2.001 -3.601
C: -0.528 -2.662 -4.274
C: -1.702 -2.998 -3.597
C: -1.828 -2.641 -2.261
F: -2.918 -3.140 -1.589
C: -2.664 -0.755 -0.074
C: -2.974 0.459 -0.688
F: -1.969 1.137 -1.351
C: -4.243 1.037 -0.668
C: -5.293 0.335 -0.075
C: -5.056 -0.921 0.492
C: -3.757 -1.418 0.482
F: -3.598 -2.658 1.043
H: -0.399 -0.363 0.091
H: 0.467 -5.381 1.854
H: -0.469 -4.824 4.125
H: -1.546 -2.580 4.480
H: 1.456 -1.761 -4.061
H: -0.407 -2.913 -5.325
H: -2.513 -3.549 -4.064
H: -4.384 2.023 -1.100
H: -6.291 0.754 -0.040
H: -5.833 -1.518 0.956

Q: Which value of ΔE to the lowest compared entry with this formula, charge and spin does entry 2 give?
A: 25.9 kcal/mol